No. 1
Density functional theory data (the ωB97M-V functional and the def2-TZVPD basis) for a structure of composition C3H4CrLiO3 at a distorted geometry.

Geometry as XYZ:
```
12
C3H4CrLiO3 (the ωB97M-V functional and the def2-TZVPD basis)
H -0.14736 -0.50171 3.46734
O 1.11531 -0.76747 1.91057
O 1.44965 -0.65167 -1.56924
C 0.11639 -0.29012 2.41482
C 0.39299 -0.15298 -1.95147
H -0.46426 0.51074 1.91587
Li 1.89863 -1.07922 0.20645
Cr -0.96023 0.72326 -3.31429
O -1.61797 1.10089 -1.63190
C -0.63536 0.42636 -0.91004
H -0.14668 1.13506 -0.20416
H -1.00109 -0.45314 -0.33396
```

Calculated values
Gap between HOMO and LUMO (alpha / beta) (eV): 7.92 / 7.88
Spin multiplicity: 5
Max |F| (eV Å⁻¹): 1.416
LUMO (alpha / beta) (eV): -4.11 / -4.30
Total energy (eV): -37936.45894
Energy relative to the best compared isomer or geometry (same formula, charge and spin) (kJ/mol): 132.4
Net charge: +1

=====

No. 2
Density functional theory data (the ωB97M-V functional and the def2-TZVPD basis) for a structure of composition C25H31IN5OPtS at a distorted geometry.

Geometry as XYZ:
```
65
C25H31IN5OPtS (the ωB97M-V functional and the def2-TZVPD basis)
Pt -0.50001 -1.84744 0.41269
C 0.23420 3.09350 -2.90840
C -1.26870 3.39564 -2.71509
C -1.50598 4.89541 -2.93725
C -2.07191 2.59998 -3.78172
C -1.72865 2.91450 -1.36905
C -2.50852 3.76677 -0.48097
C -2.95932 3.35253 0.73834
C -2.64621 2.04173 1.13483
S -3.09521 1.23722 2.56013
C -2.25803 -0.19537 1.99244
N -1.68493 -0.06204 0.80617
C -1.86921 1.17416 0.26709
C -1.43211 1.61325 -0.96201
C -2.23648 -1.43797 2.63823
C -2.88157 -1.72637 3.85479
C -2.91855 -3.02916 4.29422
C -2.31413 -4.05779 3.53385
C -1.62790 -3.78358 2.35909
C -1.55094 -2.47684 1.92822
H 0.52977 3.43372 -3.90043
H 0.46651 2.02762 -2.83634
H 0.83364 3.63326 -2.17069
H -1.09968 5.18706 -3.90382
H -1.01139 5.50244 -2.17401
H -2.56903 5.14755 -2.94324
H -1.73407 2.92266 -4.76699
H -3.14179 2.80386 -3.70036
H -1.91222 1.52191 -3.69125
H -2.74912 4.77474 -0.79408
H -3.54648 4.00545 1.37256
H -0.87158 0.94019 -1.59806
H -3.36624 -0.93962 4.42111
H -3.42690 -3.27390 5.21762
H -2.37610 -5.08422 3.87579
H -1.15409 -4.59325 1.81412
I 1.64624 -0.08226 -5.15671
C 0.52137 -1.02022 -3.70732
C -0.63245 -1.75639 -3.89202
N -1.05201 -2.16241 -2.68147
N -0.21535 -1.74723 -1.71779
C 0.74686 -1.04523 -2.33316
H -1.15744 -2.01274 -4.80052
H -1.84913 -2.74024 -2.47477
H 1.55923 -0.59841 -1.77748
C 4.81783 -0.07679 1.82080
N 3.34606 -0.10684 1.73414
C 2.73767 1.22016 1.92572
C 2.54206 -1.15842 1.50099
O 1.29635 -0.90522 1.30466
N 2.94878 -2.45307 1.47784
C 1.95533 -3.50798 1.29382
C 4.30938 -3.00393 1.64281
H 5.12640 0.96005 1.73409
H 5.28673 -0.62907 1.01430
H 5.18285 -0.43409 2.78166
H 2.96136 1.86579 1.07489
H 3.16490 1.67628 2.81711
H 1.66758 1.14079 2.04686
H 1.14677 -3.20479 0.61575
H 1.50473 -3.80096 2.24421
H 2.43271 -4.37775 0.85042
H 4.92700 -2.40740 2.28814
H 4.80517 -3.12581 0.68036
H 4.22595 -3.98342 2.10515
```

Calculated values
Gap between HOMO and LUMO (alpha / beta) (eV): 3.22 / 3.10
Spin multiplicity: 1
Max |F| (eV Å⁻¹): 2.244
LUMO (alpha / beta) (eV): -13.04 / -13.16
Total energy (eV): -58078.53683
Energy relative to the best compared isomer or geometry (same formula, charge and spin) (kJ/mol): 313.5
Net charge: +3

=====

No. 3
Density functional theory data (the ωB97M-V functional and the def2-TZVPD basis) for a structure of composition C23H34N3O16PY at a distorted geometry.

Geometry as XYZ:
```
78
C23H34N3O16PY (the ωB97M-V functional and the def2-TZVPD basis)
Y 0.60434 0.36343 0.18690
P 3.01622 1.17548 0.90602
O 1.71596 1.41482 1.76752
O 2.35614 1.68050 -0.43939
O 2.75885 -0.36179 0.66928
O 4.36381 1.64639 1.25711
C -2.36576 -2.14528 -2.04341
C -2.54989 -1.13833 -0.91454
O -1.42612 -0.55615 -0.38674
H -1.78316 -1.73492 -2.87669
H -3.32586 -2.27855 -2.56393
H -1.95553 -3.05721 -1.63299
H -3.10044 -1.65175 -0.09420
H -3.25321 -0.34282 -1.25752
C 1.49986 -1.24341 -2.95275
O 1.28196 -0.80074 -1.83739
N 1.52329 -2.56001 -3.27116
C 1.79823 -2.98905 -4.61671
C 1.15556 -3.51586 -2.28857
H 1.76809 -0.57984 -3.78984
H 2.44136 -3.87670 -4.52161
H 2.28319 -2.23446 -5.22485
H 0.95114 -3.42382 -5.16592
H 0.68867 -3.05154 -1.43061
H 0.49534 -4.28858 -2.68620
H 2.02401 -4.06964 -1.91100
C -1.18993 0.05164 3.25021
O -0.52988 -0.21046 2.30082
N -1.01022 -0.41831 4.48569
C -1.90267 0.05058 5.53735
C 0.28364 -0.89332 4.89765
H -2.03090 0.74769 3.12191
H -1.46763 0.95366 5.96754
H -1.96699 -0.75201 6.27750
H -2.92442 0.11759 5.17682
H 1.03672 -1.07603 4.14517
H 0.70680 -0.10718 5.54965
H 0.19108 -1.71366 5.61669
C -1.26005 3.36093 0.76745
O -0.70290 2.32873 0.52857
N -2.49080 3.67484 0.31627
C -3.20210 2.70747 -0.50242
C -3.04541 5.00497 0.34814
H -0.77650 4.19096 1.30833
H -3.41124 3.12857 -1.48764
H -4.09849 2.33475 -0.00347
H -2.59065 1.81667 -0.67122
H -4.11366 4.95464 0.58184
H -2.48337 5.63508 1.02986
H -3.07625 5.44044 -0.66005
C 2.57142 -3.46709 3.83730
C 2.43470 -2.87578 2.62416
C 1.15448 -2.95873 1.84286
O 0.86744 -2.38036 0.84359
C 0.09618 -3.72938 2.51861
C 0.34224 -4.46674 3.59444
C 1.63517 -4.44915 4.37280
O 1.86968 -5.15303 5.32753
O -0.68463 -5.08729 4.24436
O 3.39404 -2.06406 2.23976
H 3.51097 -3.28627 4.34424
H -0.91805 -3.71878 2.14243
H -0.44841 -5.18649 5.17850
H 3.07422 -1.35200 1.50482
C 1.99319 3.50667 -4.57065
C 1.84831 2.70342 -3.48412
C 0.46659 2.56899 -2.80105
O 0.11308 1.73562 -2.00934
C -0.53781 3.52607 -3.28771
C -0.36394 4.27043 -4.36719
C 0.89210 4.20349 -5.16968
O 0.93548 4.69274 -6.29148
O -1.27344 5.13380 -4.82217
O 2.83889 1.97946 -3.07898
H 2.97792 3.47365 -5.01744
H -1.47646 3.52627 -2.74582
H -0.95941 5.42079 -5.70415
H 2.73580 1.72531 -2.02907
```

Calculated values
Gap between HOMO and LUMO (eV): 6.14
Spin multiplicity: 1
Max |F| (eV Å⁻¹): 2.945
LUMO (eV): 1.19
Total energy (eV): -71972.96040
Energy relative to the best compared isomer or geometry (same formula, charge and spin) (kJ/mol): 50.1
Net charge: -1

=====

No. 4
Density functional theory data (the ωB97M-V functional and the def2-TZVPD basis) for a cluster of 2 separate species, C7H16O in total at a distorted geometry.

Geometry as XYZ:
```
24
C7H16O (the ωB97M-V functional and the def2-TZVPD basis)
C 2.30267 -1.55817 0.31936
C 1.69376 -0.21497 -0.07713
C 0.88952 -0.36763 -1.40365
C -0.62661 -0.50963 -1.25470
C -0.60442 1.96654 -0.69955
C -1.22199 0.73560 -0.66939
C -2.66474 0.61552 -0.24150
H 3.10511 -1.25591 1.11401
H 1.60368 -2.37743 0.73792
H 2.88360 -2.03701 -0.49667
H 0.96902 0.17961 0.70573
H 2.48005 0.59361 -0.08814
H 0.94669 0.49244 -2.13360
H 1.39105 -1.06270 -2.16161
H -0.76868 -1.45377 -0.52863
H -1.26693 -0.76127 -2.20245
H -0.95490 2.94846 -0.49082
H 0.33824 2.10418 -1.15509
H -3.35656 1.43100 -0.47566
H -2.50619 0.53988 0.93635
H -3.13869 -0.27528 -0.77342
H -0.98917 -0.38653 3.87861
H 0.14572 0.16564 3.28952
O -0.65024 0.48785 3.87051
```

Calculated values
Gap between HOMO and LUMO (eV): 9.57
Spin multiplicity: 1
Max |F| (eV Å⁻¹): 3.873
LUMO (eV): 0.64
Structure (SMILES): C=C(C)CCCC.O
Total energy (eV): -9563.53154
Energy relative to the best compared isomer or geometry (same formula, charge and spin) (kJ/mol): 264.3
Net charge: 0

=====

No. 5
Density functional theory data (the ωB97M-V functional and the def2-TZVPD basis) for a structure of composition C25H26Br2N4O4Rh at a distorted geometry.

Geometry as XYZ:
```
62
C25H26Br2N4O4Rh (the ωB97M-V functional and the def2-TZVPD basis)
Rh -1.25972 -0.23153 0.85932
O -2.08741 -5.54118 0.11865
C -0.76566 -5.37886 0.08945
C 0.01424 -6.53861 0.11734
C 1.38758 -6.46398 0.10843
C 2.03538 -5.22592 0.04489
C 1.28863 -4.07648 -0.00314
C -0.11577 -4.11941 0.03466
C -0.83519 -2.86000 0.02599
O -0.21013 -1.75411 -0.08960
N -2.18437 -2.87668 0.08901
N -2.72560 -1.69096 0.30401
C -3.95605 -1.47580 -0.09829
C -4.66196 -0.26689 0.06617
C -5.97782 -0.18800 -0.43967
C -6.71118 0.96025 -0.34963
C -6.15057 2.12101 0.24437
C -4.88449 2.10563 0.73782
C -4.08514 0.92201 0.68865
O -2.93295 0.94709 1.20410
H -2.52125 -4.66596 0.07887
H -0.50295 -7.48794 0.15556
H 1.96860 -7.37580 0.14942
H 3.11533 -5.17642 0.03471
H 1.76637 -3.10855 -0.05882
H -4.45342 -2.27990 -0.63478
H -6.40008 -1.06859 -0.90780
H -7.72195 0.98108 -0.73227
H -6.73383 3.03069 0.29488
H -4.43591 2.97655 1.19609
Br -0.72464 -1.33797 3.24202
C 1.16194 -1.00802 3.64529
Br 2.29500 -1.14464 2.10598
H 1.46237 -1.77110 4.35119
H 1.24730 -0.01647 4.06985
C 3.31358 0.49969 -1.89921
C 3.72139 1.57749 -0.89230
N 3.35599 2.92447 -1.30746
C 4.15488 3.54010 -2.37177
C 3.43190 3.58658 -3.71540
C 2.37014 3.68824 -0.77820
O 2.16744 4.83970 -1.12914
C 1.50070 3.13278 0.32331
C 1.26257 3.94495 1.42734
C 0.41250 3.50630 2.42885
C -0.19404 2.27172 2.29070
N 0.00430 1.50816 1.21720
C 0.82027 1.92975 0.24783
H 3.45325 -0.48852 -1.45773
H 3.91875 0.56008 -2.80296
H 2.26721 0.60470 -2.18922
H 4.80621 1.55027 -0.76843
H 3.28835 1.36630 0.08221
H 5.08229 2.97444 -2.45677
H 4.39307 4.55853 -2.06466
H 3.14688 2.58759 -4.04631
H 4.08555 4.02927 -4.46681
H 2.53878 4.20262 -3.63347
H 1.73893 4.91477 1.48438
H 0.21050 4.11555 3.29790
H -0.86943 1.88602 3.04474
H 0.91332 1.27388 -0.60732
```

Calculated values
Gap between HOMO and LUMO (alpha / beta) (eV): 4.82 / 4.74
Spin multiplicity: 1
Max |F| (eV Å⁻¹): 3.394
LUMO (alpha / beta) (eV): -5.88 / -5.91
Total energy (eV): -183583.16834
Energy relative to the best compared isomer or geometry (same formula, charge and spin) (kJ/mol): 163.2
Net charge: +1

=====

No. 6
Density functional theory data (the ωB97M-V functional and the def2-TZVPD basis) for a structure of composition C26H28ClF5InN2O2 at a distorted geometry.

Geometry as XYZ:
```
65
C26H28ClF5InN2O2 (the ωB97M-V functional and the def2-TZVPD basis)
In -1.28156 0.06507 0.10239
Cl 1.11325 0.03021 0.32022
N -0.22174 2.35620 0.09073
N -0.33263 -2.36100 0.37676
C -0.89178 3.03158 -0.79203
C -0.73610 -2.92401 -0.70145
C 0.99085 3.14576 0.42516
C 0.37742 4.51843 0.27612
C 2.09291 3.00870 -0.61859
C 1.55166 2.77993 1.78488
H 1.73629 3.36920 -1.59768
H 2.40986 1.96046 -0.70311
H 2.93280 3.64764 -0.30145
H 0.78822 2.90049 2.55125
H 2.39607 3.44322 2.00462
H 1.89934 1.73928 1.78737
C 0.69099 -3.20640 1.05969
C 0.46604 -4.51168 0.33500
C 0.43423 -3.21215 2.55353
C 2.13316 -2.79708 0.82466
H 2.35793 -2.76811 -0.24667
H 2.75575 -3.57818 1.28242
H 2.36992 -1.82707 1.26881
H -0.54968 -3.62900 2.76610
H 0.51397 -2.20360 2.97943
H 1.18685 -3.85251 3.02566
O -0.28530 -4.15525 -0.86491
H -0.15516 -5.19583 0.91825
H 1.37153 -5.00058 -0.02884
O -0.64146 4.32136 -0.77666
H 1.03730 5.31777 -0.07688
H -0.15961 4.79765 1.18894
C -1.86894 2.42101 -1.76761
C -1.63545 -2.37132 -1.77014
C -1.11795 -1.18980 -2.56842
H -2.57732 -2.10899 -1.24410
H -1.89734 -3.22460 -2.41485
C -1.25161 0.02337 -2.01344
C -1.28403 1.27933 -2.56830
H -1.91808 0.37707 1.90994
C -0.81809 1.30478 -3.88694
C -0.62485 0.09432 -4.55917
C -0.79170 2.63695 -4.53268
C -0.64161 -1.15266 -3.89858
H -0.43586 0.10756 -5.64929
C -0.48213 -2.46841 -4.57795
H -0.03453 -2.31986 -5.55543
H -1.43966 -2.97505 -4.70266
H 0.13811 -3.14626 -4.00087
H -1.76947 3.11384 -4.50600
H -0.48505 2.53740 -5.56749
H -0.12933 3.33343 -4.03117
H -2.23074 3.24374 -2.39709
H -2.74284 2.10701 -1.15040
F -2.56451 -2.20969 2.89795
C -2.69109 -1.00775 3.54432
C -2.15316 0.15091 3.00489
C -1.97102 1.22486 3.84306
F -1.49995 2.35116 3.20408
C -2.75785 1.39996 4.99894
F -3.06552 2.65109 5.41190
C -3.55176 0.31002 5.36359
F -4.59530 0.46985 6.16382
C -3.44644 -0.93552 4.71263
F -4.16816 -1.99478 5.11662
```

Calculated values
Gap between HOMO and LUMO (eV): 4.50
Spin multiplicity: 1
Max |F| (eV Å⁻¹): 3.186
LUMO (eV): 2.64
Total energy (eV): -65772.45820
Energy relative to the best compared isomer or geometry (same formula, charge and spin) (kJ/mol): 0.0
Net charge: -1